1.
135
Properties=species:S:1:pos:R:3:mulliken_charge:R:1 method="wB97M-V/def2-TZVPD" relative_energy_kj_mol=0.0 energy_ha=-2331.55652 lumo_energy_ev=0.38 smiles=COC[C@H](C)N.COC[C@H](C)N.COC[C@H](C)N.COC[C@H](C)N.COC[C@H](C)N.COC[C@H](C)N.COCCNCCOC.CCO
O 0.335 -0.404 -5.458 -0.421
O 2.042 -3.795 1.972 -0.613
O -4.988 -0.877 1.275 0.264
O 4.150 -1.788 -2.416 -0.366
O -0.248 1.197 -0.778 -0.207
O 0.886 2.827 3.510 -0.432
O -2.781 -1.668 6.104 -0.412
O 4.524 8.106 0.603 -0.320
O -3.313 -2.076 -2.161 0.434
N -0.824 -0.476 4.036 -0.361
N -5.767 -3.263 -0.381 -0.645
N 6.232 0.990 -1.343 -0.720
N -3.363 -4.953 -1.881 -0.625
N 2.340 7.656 -1.282 -0.785
N -1.478 1.917 -3.068 -0.740
N -0.064 -1.814 1.391 -0.641
C 3.982 6.809 0.360 -0.723
C -0.655 0.985 3.855 -1.009
C -5.960 -1.826 1.593 -1.145
C -3.500 -2.658 6.842 -0.743
C -2.624 -2.075 4.679 -0.998
C -3.507 -2.860 -3.357 -0.627
C -0.739 0.110 0.057 -0.718
C 3.500 -2.012 2.783 -0.552
C -2.614 -5.099 -4.217 -1.496
C -0.509 -0.135 -4.363 0.278
C -0.613 1.397 -4.135 0.665
C 2.731 -3.338 3.161 -0.335
C 0.540 2.172 -0.186 -0.662
C 1.186 -1.365 -0.537 -1.243
C -5.521 -3.245 1.087 0.652
C -5.508 0.489 1.217 -1.091
C 5.881 8.029 1.021 -0.806
C 0.846 1.414 3.664 0.127
C 0.390 -0.729 0.628 2.725
C 2.462 7.013 0.023 0.516
C 4.732 -0.527 -2.443 -0.241
C -3.968 -0.826 -2.139 -1.186
C 1.599 5.775 0.005 -1.502
C 5.914 -0.435 -1.433 0.565
C 5.539 -0.799 -0.058 -1.350
C 2.265 3.256 3.256 -0.402
C 0.222 -1.817 -5.842 -0.568
C -4.169 -3.683 1.395 -1.024
C -2.253 -0.916 3.742 -0.372
C -2.749 -4.213 -2.990 0.606
C 0.722 2.005 -3.891 -1.366
C 3.145 -1.906 -3.451 -0.894
H 2.580 3.588 4.246 0.396
H 2.877 -1.395 2.136 -0.101
H -1.202 2.855 -2.815 0.287
H -1.330 1.426 3.121 0.407
H -1.018 1.455 4.769 0.575
H 2.747 8.566 -1.123 0.340
H -3.910 -4.284 -1.358 0.248
H 1.516 5.313 0.989 0.241
H 3.109 7.281 -1.818 0.294
H 6.838 -0.939 -1.718 0.245
H -0.520 -1.483 2.229 0.148
H -2.953 -3.594 6.952 0.302
H -5.735 0.768 2.246 0.358
H 6.656 1.176 -0.445 0.257
H -3.576 -5.573 -4.411 0.377
H 0.682 2.977 -0.907 0.069
H -1.878 -2.870 4.674 0.434
H 2.719 -0.937 -3.710 0.396
H 2.041 -3.146 3.983 0.176
H 3.545 -2.386 -4.345 0.390
H -3.840 -3.619 2.433 0.208
H -3.753 -0.419 -1.151 0.142
H 5.254 -1.837 0.114 0.347
H 1.097 -0.096 1.164 -0.750
H -1.387 -0.546 -0.525 -0.475
H 3.914 -1.337 3.532 0.518
H -1.887 -5.900 -4.086 0.398
H -3.569 -2.312 7.874 0.297
H -1.023 1.996 -4.948 0.265
H 0.558 6.071 -0.129 0.431
H -4.545 -2.738 6.543 0.282
H -0.042 -0.508 -3.451 -0.089
H -0.731 -0.606 5.034 0.408
H -1.435 0.447 0.825 0.173
H 2.355 -2.615 -3.204 0.238
H -2.191 -4.508 -5.030 0.328
H -0.795 -2.222 0.826 0.220
H 6.241 9.048 0.876 0.260
H -6.355 0.729 0.573 0.405
H 5.961 7.673 2.048 0.304
H -1.434 -0.708 -4.436 -0.042
H 4.288 6.035 1.064 0.418
H 4.444 -2.268 2.302 0.180
H -4.740 1.168 0.847 0.207
H 6.584 7.391 0.487 0.333
H 2.228 4.125 2.599 -0.109
H 3.023 2.585 2.853 0.303
H -3.587 -2.478 4.365 0.531
H 6.264 -0.474 0.688 0.399
H 1.530 1.803 0.083 0.261
H -3.468 -3.004 0.909 -0.076
H -4.059 -4.740 1.154 0.447
H 0.825 -2.469 -5.209 0.153
H 5.419 1.577 -1.466 0.257
H -6.697 -2.872 -0.427 0.317
H 5.095 -0.251 -3.433 0.429
H -4.521 -3.051 -3.711 0.203
H 4.652 -0.224 0.212 0.148
H -0.760 -2.290 -5.855 0.233
H -6.953 -1.499 1.285 0.493
H 1.872 5.132 -0.832 0.225
H 4.504 6.413 -0.511 0.284
H 3.980 0.223 -2.200 -0.100
H -5.039 -0.887 -2.334 0.373
H 1.342 -0.716 -1.398 -0.390
H -6.082 -1.933 2.671 0.359
H 0.617 -1.913 -6.853 0.338
H -1.772 -3.922 -2.606 -0.048
H 0.070 2.600 0.699 0.361
H -6.163 -4.009 1.526 0.347
H 1.298 1.870 -4.806 0.405
H -2.487 -1.104 2.694 0.243
H -1.281 1.429 -2.206 0.338
H 1.430 -3.087 1.759 0.187
H -2.937 -0.084 3.911 0.497
H 1.228 1.514 -3.059 -0.064
H 1.353 0.765 2.950 -0.151
H 1.356 1.128 4.583 0.468
H -4.053 -5.565 -2.293 0.287
H 0.721 -2.275 -0.916 0.439
H 1.964 7.711 0.697 0.400
H -5.122 -2.670 -0.883 -0.069
H 3.434 -4.035 3.618 0.408
H -3.636 -0.081 -2.862 0.353
H 2.213 -1.553 -0.226 0.309
H -3.021 -2.441 -4.238 0.315
H 0.615 3.065 -3.662 0.561

---

2.
15
Properties=species:S:1:pos:R:3:nbo_charge:R:1 method="wB97M-V/def2-TZVPD" relative_energy_kj_mol=41.2 energy_ha=-933.06851 charge=+1 lumo_energy_ev=-3.50
S -0.475 1.323 1.178 -0.161
S -0.904 -0.626 0.651 0.083
N 0.761 0.723 -1.946 -0.693
C 1.220 -0.531 -2.605 -0.422
C 0.507 -1.628 1.244 -0.744
H 1.309 -1.000 1.619 0.242
H -0.335 1.240 2.499 0.166
H 2.169 -0.349 -3.094 0.241
H 0.497 -0.853 -3.344 0.243
H 0.101 -2.255 2.034 0.250
H 0.169 1.298 -2.554 0.441
H 1.547 1.342 -1.722 0.442
H 0.894 -2.239 0.439 0.224
H 0.228 0.557 -1.076 0.451
H 1.282 -1.301 -1.850 0.235

---

3.
24
Properties=species:S:1:pos:R:3:nbo_charge:R:1 method="wB97M-V/def2-TZVPD" relative_energy_kj_mol=553.1 energy_ha=-786.42879 lumo_energy_ev=0.58
S 2.079 -0.683 -0.148 0.996
O 0.577 -1.695 0.501 -0.764
C -0.672 0.406 1.620 -0.620
C -0.569 -1.200 -0.151 0.312
C 2.472 -0.010 1.473 -0.736
C 1.954 0.700 -0.870 -0.423
C -1.091 -0.084 0.226 -0.111
C -2.205 0.686 -0.392 -0.644
C -0.962 -1.824 -1.461 -0.684
C 1.165 1.465 -1.570 -0.458
H 0.102 1.005 -1.475 0.240
H -0.456 -2.810 -1.479 0.233
H 3.630 -0.147 1.532 0.237
H 2.080 -0.591 2.256 0.239
H -1.565 0.600 2.157 0.207
H -2.275 1.717 0.182 0.220
H -1.979 -1.788 -1.740 0.223
H 1.517 2.424 -1.961 0.229
H -3.291 0.073 -0.377 0.231
H -1.876 1.071 -1.331 0.212
H -0.115 1.386 1.490 0.191
H -0.204 -0.285 2.204 0.219
H -0.348 -1.348 -2.173 0.213
H 2.033 0.930 1.487 0.239

---

4.
10
Properties=species:S:1:pos:R:3:nbo_charge:R:1 method="wB97M-V/def2-TZVPD" relative_energy_kj_mol=279.6 energy_ha=-247.20073 lumo_energy_ev=0.39
O -0.110 0.973 1.844 -0.514
N 0.773 -0.197 -0.672 -0.385
C 0.525 -1.117 0.166 -0.164
C -0.339 0.723 -1.008 -0.460
C 0.344 -0.090 1.861 0.503
H 1.337 -1.893 0.304 0.233
H -0.583 -1.171 0.525 0.178
H -0.543 1.062 -2.025 0.225
H -0.115 1.467 -0.255 0.222
H -1.289 0.242 -0.741 0.163

---

5.
6
Properties=species:S:1:pos:R:3:nbo_charge:R:1 method="wB97M-V/def2-TZVPD" relative_energy_kj_mol=108.6 energy_ha=-878.66211 lumo_energy_ev=-1.08 smiles="FPC=S"
S -2.335 -0.221 0.063 0.160
P 0.498 0.848 0.344 0.959
F 1.740 0.231 -0.532 -0.587
C -0.783 -0.285 -0.269 -0.726
H 1.114 0.276 1.630 -0.039
H -0.234 -0.849 -1.236 0.233

---

6.
7
Properties=species:S:1:pos:R:3:nbo_charge:R:1 method="wB97M-V/def2-TZVPD" relative_energy_kj_mol=167.0 energy_ha=-954.08384 lumo_energy_ev="-1.17 / -1.17"
Cl 0.296 0.908 -2.211 -0.280
P 1.532 -0.604 -2.518 0.287
O -0.168 -1.550 -0.364 -0.472
C -0.481 0.364 1.214 -0.812
C -0.326 -0.708 0.430 0.739
H 0.179 1.257 1.322 0.277
H -1.032 0.332 2.126 0.260

---

7.
16
Properties=species:S:1:pos:R:3:nbo_charge:R:1 method="wB97M-V/def2-TZVPD" relative_energy_kj_mol=208.8 energy_ha=-1037.09923 lumo_energy_ev="-1.26 / -1.26" smiles="CC(C)=C(I)N=S(=N)=O"
I -3.009 -1.017 0.118 0.182
S -0.211 2.542 -0.288 1.504
O -0.035 2.916 1.162 -0.969
N -1.660 1.527 -0.159 -0.571
N 0.961 1.447 -0.693 -0.984
C 0.310 -1.323 -1.286 -0.678
C 0.489 -0.710 1.187 -0.712
C -0.149 -0.477 -0.154 0.315
C -1.409 0.307 -0.124 0.068
H -0.291 -2.195 -0.928 0.249
H -0.132 -0.915 -2.106 0.233
H 0.945 0.233 1.581 0.272
H -0.168 -1.113 1.905 0.247
H 1.342 -1.304 1.053 0.222
H 1.417 -1.309 -1.313 0.263
H 1.602 1.393 0.046 0.357

---

8.
50
Properties=species:S:1:pos:R:3:nbo_charge:R:1 method="wB97M-V/def2-TZVPD" energy_ha=-1350.50313 charge=+2 lumo_energy_ev=-9.36
Sn -0.155 -1.077 0.619 1.568
P 2.494 -1.359 0.213 1.040
N -1.625 -1.394 -1.106 -0.489
C -2.223 1.090 -1.046 -0.468
C 1.883 2.113 -1.818 -0.138
C -0.109 1.642 2.186 -0.187
C -2.183 -2.761 -0.888 -0.421
C -0.480 2.476 -2.091 -0.182
C -2.583 1.485 3.449 -0.184
C 1.622 1.068 -0.927 -0.144
C -0.757 1.394 -1.241 -0.087
C 0.303 0.699 -0.658 -0.388
C 2.759 -2.265 -1.359 -0.947
C 0.833 2.799 -2.415 -0.187
C -2.064 0.368 2.762 -0.266
C -0.971 -1.302 -2.447 -0.423
C -1.875 2.691 3.487 -0.162
C 2.812 0.391 -0.304 -0.716
C -0.628 2.761 2.857 -0.201
C -0.853 0.470 2.088 -0.305
C 4.006 -1.719 1.157 -0.934
C -2.687 -0.369 -0.905 -0.231
H 3.666 0.329 -0.999 0.272
H -1.417 -3.373 -0.390 0.200
H 3.145 0.918 0.609 0.260
H -3.084 -2.725 -0.261 0.245
H 2.921 2.359 -2.041 0.222
H 4.075 -1.051 2.026 0.276
H -2.614 1.642 -0.172 0.259
H 0.143 -2.672 2.984 -0.076
H 3.954 -2.753 1.519 0.276
H 2.194 -1.832 -2.194 0.261
H -1.321 3.030 -2.522 0.235
H -0.057 3.691 2.869 0.250
H -2.286 3.569 3.999 0.253
H 3.833 -2.259 -1.602 0.279
H 2.422 -3.301 -1.206 0.262
H 0.856 1.734 1.686 0.219
H 0.500 -2.546 3.660 0.091
H 0.119 -1.303 -2.316 0.214
H -3.478 -0.593 -1.649 0.242
H -2.622 -0.571 2.759 0.229
H -1.237 -2.192 -3.033 0.236
H 1.031 3.583 -3.142 0.247
H -2.790 1.453 -1.921 0.249
H -3.548 1.412 3.957 0.251
H -3.133 -0.549 0.085 0.223
H 4.897 -1.594 0.522 0.286
H -2.416 -3.217 -1.859 0.240
H -1.272 -0.391 -2.979 0.252